(1)
C18H13AgAsNO2 as an isolated structure, computed with ωB97M-V with the def2-TZVPD basis set.

Computed properties:
- E_tot: -3281.57049 Ha
- Relative energy (zero: lowest compared OMol25 entry of this formula, charge and spin): 0.237 eV
- Charge: 0
- Lowest unoccupied orbital energy: -0.029 Ha
- E_HOMO: -0.3236 Ha

CARTESIAN COORDINATES (ANGSTROEM)
Ag (-0.03274, 1.57927, -3.01546)
C (0.30799, 0.98454, 4.16634)
C (-0.63750, 1.51838, 3.33495)
C (-0.36623, 1.59231, 1.99816)
C (0.80768, 1.15966, 1.46324)
C (1.80122, 0.58920, 2.35123)
C (1.50915, 0.49098, 3.68015)
As (1.13881, 1.37160, -0.47256)
C (1.52155, -0.57519, -0.62961)
C (2.77599, -1.15543, -0.61036)
C (2.94518, -2.54261, -0.49241)
C (1.80295, -3.36067, -0.38196)
C (0.54481, -2.77947, -0.46415)
C (0.38698, -1.39074, -0.73294)
C (-0.87109, -0.64988, -0.94177)
C (-2.11919, -1.22020, -0.80277)
C (-3.23539, -0.40960, -0.83224)
C (-3.11602, 0.97284, -1.01725)
C (-1.87879, 1.56659, -1.14343)
C (-0.69159, 0.78022, -1.09235)
H (0.11057, 0.87517, 5.22785)
H (-1.60485, 1.84126, 3.72752)
H (-1.12577, 2.05927, 1.33650)
H (2.71240, 0.16219, 1.94423)
H (2.21329, -0.00382, 4.37019)
H (3.68379, -0.54114, -0.56460)
H (3.95236, -2.93412, -0.48310)
H (1.84428, -4.44702, -0.27156)
H (-0.29989, -3.46555, -0.36635)
H (-2.23587, -2.27745, -0.61371)
H (-4.22687, -0.93017, -0.71339)
H (-4.00769, 1.59520, -1.05683)
H (-1.82821, 2.68952, -1.26814)
O (-1.61948, 2.46543, -4.85236)
N (-0.64396, 2.35441, -5.66981)
O (0.48210, 2.03504, -5.11127)

Atoms 1-3, force components in eV/Å:
-0.156 0.150 -1.151
-0.052 -0.447 1.114
-0.627 0.019 1.042

=====

(2)
A 2-piece molecular cluster, C9H14 overall, computed with ωB97M-V with the def2-TZVPD basis set.

Computed properties:
- E_tot: -351.25995 Ha
- Relative energy (zero: lowest compared OMol25 entry of this formula, charge and spin): 1.911 eV
- Charge: 0
- Lowest unoccupied orbital energy: 0.037 Ha
- E_HOMO: -0.3259 Ha

CARTESIAN COORDINATES (ANGSTROEM)
C (-2.93639, -0.15835, 2.82858)
C (-3.52118, -0.50278, 1.39772)
H (-1.78816, -0.08474, 2.95146)
H (-3.23440, 0.93710, 3.13313)
H (-3.30003, -0.85922, 3.66585)
H (-2.81401, -0.52074, 0.54479)
H (-4.37901, 0.28767, 1.20510)
H (-4.07400, -1.48615, 1.43994)
C (3.86676, -0.37837, -1.47349)
C (-0.20496, 0.66575, -0.82973)
C (0.38906, 1.10587, -1.98008)
C (0.53738, 0.03840, 0.18315)
C (1.70477, 0.76106, -2.26974)
C (1.84590, -0.28933, -0.03737)
C (2.43911, 0.04070, -1.33424)
H (-1.32843, 0.53281, -0.77401)
H (-0.31837, 1.62142, -2.70338)
H (-0.19217, -0.25819, 1.04076)
H (2.05965, 0.98393, -3.25627)
H (2.40516, -0.69097, 0.83473)
H (4.55512, 0.47611, -1.65490)
H (4.11893, -1.04918, -2.30920)
H (4.16926, -1.17282, -0.60280)

Atoms 1-3, force components in eV/Å:
0.672 1.434 1.180
-1.952 0.700 0.840
-1.719 -0.559 -0.621

=====

(3)
An isolated molecule of C3H6N2OS2, computed with ωB97M-V with the def2-TZVPD basis set.

Computed properties:
- E_tot: -1098.94498 Ha
- Relative energy (zero: lowest compared OMol25 entry of this formula, charge and spin): 3.508 eV
- Charge: 0
- Lowest unoccupied orbital energy: 0.024 Ha
- E_HOMO: -0.3017 Ha

CARTESIAN COORDINATES (ANGSTROEM)
C (-1.19510, 1.19085, -1.01425)
C (-0.25374, 0.65305, 0.07926)
C (1.60958, -1.00624, 1.27793)
H (-1.01304, -0.76247, -2.46979)
H (-2.18273, 0.87325, -0.63255)
H (-1.06146, 2.26714, -1.01798)
H (-0.57750, 1.08206, 1.06595)
H (-0.04482, -2.17126, 1.47695)
H (2.09546, -1.66277, 2.00455)
N (0.24922, -1.21916, 1.29708)
N (2.26508, -0.06349, 0.71877)
O (-0.41062, -0.77427, 0.13978)
S (-0.95120, 0.52942, -2.66600)
S (1.47090, 1.06390, -0.25969)

Atoms 1-3, force components in eV/Å:
-0.080 -1.527 1.471
-0.552 0.175 0.229
0.669 0.378 0.603

=====

(4)
An isolated molecule of C2H3NOS2, computed with ωB97M-V with the def2-TZVPD basis set.

Computed properties:
- E_tot: -1004.28462 Ha
- Relative energy (zero: lowest compared OMol25 entry of this formula, charge and spin): 2.801 eV
- Charge: 0
- Lowest unoccupied orbital energy: -0.026 Ha
- E_HOMO: -0.3419 Ha

CARTESIAN COORDINATES (ANGSTROEM)
C (-0.91954, -0.75827, 0.19171)
C (1.69079, 0.05062, 0.21448)
H (-1.06986, 1.17370, -1.08671)
H (-0.98206, -1.62333, 0.82668)
H (1.32856, 0.20028, 1.21238)
N (-1.88354, 0.05387, 0.25612)
O (-1.87872, 1.15472, -0.52549)
S (0.49879, -0.60569, -0.89993)
S (3.21558, 0.35408, -0.18923)

Atoms 1-3, force components in eV/Å:
0.490 -0.081 -0.192
0.210 -0.245 -0.585
-0.184 -0.163 0.273